The following is a DFT calculation (wB97M-V/def2-TZVPD) of a molecular structure, C9H32BFeO13S2.

Results
LUMO energy (spin up / spin down) in eV: 3.97 / 3.97

ORCA input file:
```
! RIJCOSX wB97M-V def2-TZVPD def2/J DEFGRID3
* xyz -2 6
Fe 0.117 1.680 0.221
S -0.767 4.265 1.841
O 0.052 4.551 3.009
O -0.670 2.855 1.386
O -2.179 4.477 2.076
O -0.512 5.252 0.772
S 1.432 2.746 -1.872
O 1.061 3.162 -0.548
O 0.699 1.530 -1.588
O 0.879 3.675 -2.818
O 2.835 2.569 -2.115
B -0.315 -0.321 0.399
H -0.772 0.062 -0.500
H -0.681 -1.320 0.577
H 0.748 -0.199 0.260
H -0.681 0.388 1.125
C -2.824 1.590 -1.752
O -1.886 2.328 -0.944
H -2.310 0.849 -2.365
H -3.495 1.033 -1.098
H -3.397 2.312 -2.334
H -2.251 3.210 -0.843
C 2.707 -3.495 0.035
O 2.506 -4.069 1.253
H 1.849 -2.894 -0.265
H 3.514 -2.765 0.098
H 2.930 -4.163 -0.797
H 1.907 -4.778 1.009
C 1.479 -1.167 -2.761
O 1.672 -1.638 -4.155
H 0.519 -0.658 -2.681
H 1.405 -2.045 -2.118
H 2.317 -0.512 -2.522
H 0.809 -1.668 -4.577
C -4.540 -2.169 1.248
C -3.715 -2.642 0.177
C -4.295 -3.837 -0.576
O -3.803 -1.641 -0.752
H -4.532 -2.734 2.181
H -5.561 -2.140 0.868
H -4.265 -1.146 1.504
H -2.645 -2.744 0.359
H -5.332 -3.692 -0.879
H -4.312 -4.660 0.137
H -3.779 -4.047 -1.513
H -3.533 -0.867 -0.252
C 4.085 2.430 1.617
C 3.207 1.260 1.262
C 3.480 0.101 2.232
O 1.893 1.696 1.445
H 3.830 2.781 2.617
H 4.140 3.284 0.942
H 5.122 2.107 1.712
H 3.503 0.767 0.336
H 4.488 -0.311 2.287
H 2.858 -0.762 1.994
H 3.147 0.320 3.246
H 1.859 1.802 2.399
*
```

The following is a DFT calculation (wB97M-V/def2-TZVPD) of a molecular structure, C9H32InN16O11.

Results
LUMO energy in eV: -8.70
Energy above the lowest of the compared OMol25 structures with the same formula, charge and spin in kcal per mole: 212.1

ORCA input file:
```
! RIJCOSX wB97M-V def2-TZVPD def2/J DEFGRID3
* xyz 1 1
In 2.777 4.654 -4.320
C -0.129 0.713 -1.067
O -1.046 0.096 -0.535
O 0.303 1.762 -0.615
O 0.325 0.469 -2.211
C 6.944 -0.425 -0.868
O 6.801 0.428 -1.688
N 8.001 -1.202 -0.803
N 6.291 -0.618 0.257
H 7.917 -1.844 -0.028
H 8.636 -1.254 -1.587
H 6.682 -1.239 0.952
H 5.621 0.048 0.612
C -8.124 2.422 -1.259
O -8.962 2.865 -2.077
N -6.904 2.174 -1.681
N -8.301 2.122 0.053
H -6.675 2.841 -2.404
H -6.152 1.812 -1.113
H -9.254 2.271 0.352
H -7.655 1.580 0.610
C -3.993 4.614 3.775
O -3.518 3.977 4.706
N -4.715 5.681 3.935
N -3.855 4.349 2.586
H -5.195 6.137 3.172
H -4.995 6.081 4.819
H -4.360 4.849 1.869
H -3.158 3.637 2.420
C 4.702 -1.280 -6.829
O 4.173 -0.288 -7.292
N 5.797 -1.752 -7.320
N 4.237 -2.103 -5.921
H 6.047 -2.711 -7.128
H 6.174 -1.265 -8.121
H 3.333 -1.864 -5.538
H 4.683 -2.933 -5.558
C 1.200 -4.449 3.678
O 1.855 -5.314 4.129
N 0.272 -4.626 2.847
N 1.597 -3.253 3.719
H 0.091 -5.608 2.693
H -0.061 -3.885 2.247
H 1.091 -2.535 3.221
H 2.593 -3.296 3.882
C 5.204 4.569 2.949
O 5.521 4.626 1.764
N 4.089 4.089 3.393
N 6.085 4.492 3.907
H 3.865 4.119 4.378
H 3.407 3.855 2.685
H 7.052 4.730 3.736
H 5.861 4.357 4.882
C -1.115 -4.636 -4.646
O -1.255 -5.688 -5.223
N -0.913 -4.442 -3.377
N -1.199 -3.576 -5.296
H -0.905 -3.465 -3.120
H -1.307 -5.123 -2.744
H -1.237 -3.580 -6.306
H -1.001 -2.748 -4.753
C -5.901 -1.879 3.583
O -6.977 -2.356 3.827
N -4.959 -1.479 4.402
N -5.543 -1.715 2.382
H -4.178 -1.070 3.909
H -4.785 -1.840 5.329
H -4.683 -1.251 2.128
H -6.219 -1.827 1.640
*
```

The following is a DFT calculation (wB97M-V/def2-TZVPD) of 8 unconnected molecules or ions with the total composition C9H34N2O8.

Results
LUMO energy in eV: 0.30
Structure (SMILES): NC(N)=O.CCO.CO.CO.CO.CO.CO.CO
Energy above the lowest of the compared OMol25 structures with the same formula, charge and spin in kcal per mole: 0.0

ORCA input file:
```
! RIJCOSX wB97M-V def2-TZVPD def2/J DEFGRID3
* xyz 0 1
N -2.318 2.637 -2.183
C -1.213 1.993 -2.448
N -1.564 0.923 -3.064
O -0.077 2.326 -2.195
H -3.217 2.322 -2.519
H -2.212 3.599 -1.897
H -2.518 0.881 -3.395
H -0.930 0.163 -3.263
C -0.449 -3.907 -0.175
C -1.091 -3.079 -1.344
O -2.540 -3.366 -1.268
H 0.581 -4.104 -0.472
H -0.937 -4.870 -0.029
H -0.285 -3.421 0.787
H -0.718 -3.659 -2.189
H -0.899 -2.007 -1.388
H -2.842 -3.086 -0.401
C -2.912 -1.081 1.092
O -3.589 -2.350 1.115
H -2.775 -0.753 0.062
H -3.513 -0.320 1.590
H -2.010 -1.136 1.702
H -3.683 -2.529 2.054
C 1.988 1.586 3.515
O 3.220 2.312 3.423
H 1.361 1.683 4.401
H 1.371 1.878 2.665
H 2.216 0.525 3.418
H 3.074 3.061 4.005
C 4.285 1.894 0.365
O 4.726 2.808 1.322
H 3.659 1.178 0.896
H 3.799 2.294 -0.525
H 5.181 1.347 0.072
H 4.295 2.512 2.126
C -1.661 1.958 2.539
O -2.277 1.634 3.815
H -0.926 2.749 2.685
H -1.097 1.134 2.101
H -2.403 2.181 1.773
H -1.716 0.957 4.199
C 1.421 -1.373 -3.753
O 0.178 -0.945 -4.145
H 1.358 -2.163 -3.005
H 1.881 -1.871 -4.607
H 2.060 -0.525 -3.509
H -0.012 -1.124 -5.069
C 0.979 -0.466 0.409
O 1.406 0.804 0.009
H 1.236 -0.674 1.448
H -0.101 -0.604 0.365
H 1.304 -1.122 -0.398
H 0.905 1.194 -0.711
*
```

The following is a DFT calculation (wB97M-V/def2-TZVPD) of 8 unconnected molecules or ions with the total composition C9H34O8.

Results
LUMO energy in eV: 0.29
Structure (SMILES): CCO.CO.CO.CO.CO.CO.CO.CO
Energy above the lowest of the compared OMol25 structures with the same formula, charge and spin in kcal per mole: 115.0

ORCA input file:
```
! RIJCOSX wB97M-V def2-TZVPD def2/J DEFGRID3
* xyz 0 1
C -1.026 -3.357 3.851
C -0.265 -2.094 3.414
O -0.692 -1.871 2.112
H -0.730 -3.652 4.857
H -0.863 -4.199 3.178
H -2.091 -3.217 4.037
H 0.818 -2.200 3.483
H -0.528 -1.235 4.031
H -1.646 -1.769 2.119
C -0.574 -2.094 -3.455
O -1.573 -1.139 -3.709
H -0.437 -2.021 -2.376
H -0.842 -3.084 -3.823
H 0.397 -1.874 -3.900
H -1.577 -1.008 -4.660
C 1.876 5.981 -2.910
O 0.701 5.378 -3.497
H 2.001 6.977 -3.333
H 1.776 6.086 -1.829
H 2.750 5.407 -3.215
H 0.555 4.497 -3.145
C 2.552 -4.926 0.960
O 2.817 -3.545 0.655
H 3.451 -5.537 1.041
H 2.130 -5.008 1.962
H 1.961 -5.430 0.195
H 1.964 -3.108 0.702
C -1.750 2.494 5.165
O -2.509 3.631 5.578
H -2.246 1.582 5.495
H -1.693 2.458 4.077
H -0.763 2.490 5.626
H -3.444 3.509 5.400
C 3.904 1.209 -4.406
O 5.253 1.507 -4.012
H 3.547 0.310 -3.902
H 3.342 2.089 -4.094
H 3.786 1.094 -5.483
H 5.224 1.650 -3.063
C -4.717 -0.966 0.180
O -4.328 -1.049 1.531
H -5.279 -0.043 0.039
H -3.798 -0.916 -0.404
H -5.321 -1.748 -0.280
H -5.144 -0.989 2.032
C 0.729 1.672 -0.779
O 0.031 1.931 -2.014
H 1.476 0.891 -0.918
H 1.284 2.534 -0.408
H 0.096 1.482 0.088
H -0.586 1.218 -2.195
*
```

The following is a DFT calculation (wB97M-V/def2-TZVPD) of 9 unconnected molecules or ions with the total composition C9H36N18O9.

Results
LUMO energy in eV: -0.20
Structure (SMILES): NC(N)=O.NC(N)=O.NC(N)=O.NC(N)=O.NC(N)=O.NC(N)=O.NC(N)=O.NC(N)=O.NC(N)=O
Energy above the lowest of the compared OMol25 structures with the same formula, charge and spin in kcal per mole: 62.6

ORCA input file:
```
! RIJCOSX wB97M-V def2-TZVPD def2/J DEFGRID3
* xyz 0 1
N 24.580 -3.182 15.998
C 24.382 -4.342 16.644
N 25.041 -5.441 16.211
O 23.597 -4.318 17.603
H 23.941 -2.466 16.295
H 24.972 -3.182 15.068
H 25.202 -5.278 15.225
H 24.845 -6.364 16.555
N 21.428 -10.724 10.105
C 21.017 -10.368 8.883
N 21.013 -11.496 8.139
O 20.659 -9.258 8.457
H 21.278 -10.032 10.821
H 21.562 -11.733 10.115
H 21.318 -12.310 8.672
H 20.549 -11.578 7.253
N 19.371 -11.201 13.737
C 20.552 -10.689 14.005
N 20.772 -10.433 15.330
O 21.399 -10.478 13.150
H 18.750 -11.592 14.422
H 19.145 -11.303 12.760
H 19.970 -10.568 15.918
H 21.442 -9.679 15.389
N 23.775 -13.157 10.700
C 22.824 -13.896 10.104
N 23.184 -15.099 9.661
O 21.650 -13.519 9.905
H 23.504 -12.337 11.217
H 24.593 -13.714 10.876
H 24.123 -15.426 9.805
H 22.377 -15.684 9.516
N 23.874 -9.379 12.797
C 24.114 -8.163 13.324
N 25.323 -7.713 12.910
O 23.252 -7.498 13.906
H 22.930 -9.715 12.951
H 24.354 -10.007 12.177
H 25.531 -6.729 12.964
H 26.083 -8.239 12.511
N 27.936 -4.782 15.099
C 27.988 -5.538 13.985
N 28.352 -4.838 12.861
O 28.003 -6.757 13.977
H 27.878 -5.275 15.974
H 28.040 -3.787 15.027
H 28.433 -3.842 12.969
H 28.224 -5.251 11.955
N 24.554 -12.839 16.957
C 24.611 -11.544 16.505
N 23.875 -11.370 15.374
O 25.317 -10.695 17.010
H 23.712 -13.377 16.865
H 25.288 -13.096 17.594
H 23.780 -10.434 15.015
H 23.475 -12.182 14.942
N 26.656 -12.523 13.388
C 27.101 -11.973 12.230
N 27.779 -12.860 11.450
O 26.986 -10.798 11.901
H 26.845 -13.477 13.634
H 26.372 -11.845 14.080
H 28.065 -13.775 11.749
H 27.955 -12.595 10.496
N 22.564 -4.882 12.486
C 23.529 -3.985 12.385
N 23.372 -3.100 11.356
O 24.455 -3.838 13.180
H 21.922 -5.026 11.727
H 22.353 -5.293 13.382
H 24.020 -2.339 11.255
H 22.424 -2.951 11.056
*
```

The following is a DFT calculation (wB97M-V/def2-TZVPD) of 9 unconnected molecules or ions with the total composition C9H36N18O9.

Results
LUMO energy in eV: 0.08
Structure (SMILES): NC(N)=O.NC(N)=O.NC(N)=O.NC(N)=O.NC(N)=O.NC(N)=O.NC(N)=O.NC(N)=O.NC(N)=O
Energy above the lowest of the compared OMol25 structures with the same formula, charge and spin in kcal per mole: 20.5

ORCA input file:
```
! RIJCOSX wB97M-V def2-TZVPD def2/J DEFGRID3
* xyz 0 1
N -1.504 -3.599 0.348
C -2.362 -3.571 1.410
N -2.173 -2.512 2.241
O -3.240 -4.411 1.563
H -0.907 -2.797 0.207
H -1.725 -4.175 -0.442
H -1.483 -1.801 2.018
H -2.758 -2.400 3.046
N 1.736 -2.852 -3.733
C 1.615 -1.520 -3.972
N 1.872 -1.100 -5.238
O 1.311 -0.694 -3.103
H 1.539 -3.132 -2.788
H 2.453 -3.351 -4.231
H 1.762 -0.123 -5.439
H 2.188 -1.760 -5.923
N 0.814 -1.119 -0.187
C 0.079 -0.126 0.421
N -0.027 1.013 -0.301
O -0.455 -0.338 1.518
H 1.277 -1.758 0.434
H 1.114 -0.986 -1.140
H -0.754 1.652 0.003
H 0.183 0.945 -1.286
N 0.692 5.557 -3.884
C 0.836 4.526 -2.994
N 1.193 4.923 -1.748
O 0.659 3.372 -3.380
H 0.312 5.355 -4.790
H 0.594 6.493 -3.532
H 1.420 4.234 -1.054
H 1.426 5.879 -1.560
N -4.118 2.836 2.122
C -3.065 2.057 1.675
N -2.992 0.798 2.192
O -2.179 2.488 0.949
H -5.031 2.429 2.222
H -4.033 3.780 2.448
H -3.570 0.553 2.973
H -2.066 0.397 2.060
N 3.358 2.343 -2.844
C 4.226 1.518 -2.203
N 3.636 0.427 -1.587
O 5.413 1.787 -2.088
H 2.360 2.214 -2.812
H 3.798 3.030 -3.428
H 3.020 -0.113 -2.184
H 4.194 -0.007 -0.875
N -4.005 3.841 -0.893
C -3.249 3.737 -2.023
N -2.046 3.112 -1.829
O -3.553 4.306 -3.055
H -3.766 3.439 -0.004
H -4.763 4.496 -0.849
H -1.342 3.064 -2.546
H -1.842 2.860 -0.877
N 1.188 -3.801 2.052
C 1.714 -4.982 2.478
N 0.859 -6.037 2.564
O 2.881 -5.060 2.833
H 0.233 -3.592 1.817
H 1.800 -3.005 2.077
H 1.118 -6.753 3.219
H -0.134 -5.891 2.471
N -0.147 -1.441 4.412
C 0.968 -1.767 5.101
N 0.788 -2.729 6.064
O 2.049 -1.239 4.906
H -1.055 -1.714 4.733
H -0.052 -0.794 3.647
H 0.159 -3.499 5.920
H 1.556 -2.915 6.682
*
```

The following is a DFT calculation (wB97M-V/def2-TZVPD) of 9 unconnected molecules or ions with the total composition C9H36N18O9.

Results
LUMO energy in eV: -0.09
Structure (SMILES): NC(N)=O.NC(N)=O.NC(N)=O.NC(N)=O.NC(N)=O.NC(N)=O.NC(N)=O.NC(N)=O.NC(N)=O
Energy above the lowest of the compared OMol25 structures with the same formula, charge and spin in kcal per mole: 14.5

ORCA input file:
```
! RIJCOSX wB97M-V def2-TZVPD def2/J DEFGRID3
* xyz 0 1
N -0.139 -0.015 1.510
C 1.020 0.293 0.869
N 1.068 -0.197 -0.408
O 1.981 0.779 1.471
H -0.152 0.181 2.494
H -0.892 -0.489 1.047
H 1.937 0.084 -0.845
H 0.215 -0.258 -0.939
N -3.284 -0.111 -2.001
C -2.444 -1.190 -2.009
N -2.757 -2.174 -2.900
O -1.531 -1.352 -1.201
H -3.911 -0.041 -2.781
H -3.196 0.544 -1.245
H -3.618 -2.337 -3.385
H -2.098 -2.934 -2.843
N 4.482 -0.580 1.402
C 4.796 -1.759 0.808
N 6.126 -1.908 0.510
O 3.964 -2.621 0.528
H 3.517 -0.250 1.415
H 5.249 0.053 1.531
H 6.521 -2.674 0.002
H 6.775 -1.192 0.782
N 5.021 -2.942 -3.240
C 5.115 -1.612 -2.963
N 4.124 -1.165 -2.126
O 6.039 -0.928 -3.384
H 4.195 -3.492 -3.113
H 5.835 -3.316 -3.694
H 3.994 -0.188 -1.909
H 3.575 -1.880 -1.681
N -2.540 2.202 2.600
C -3.728 2.874 2.725
N -4.773 2.168 3.222
O -3.816 4.063 2.422
H -1.986 2.593 1.858
H -2.445 1.246 2.915
H -5.648 2.655 3.264
H -4.581 1.311 3.708
N 1.119 0.830 -3.842
C 0.622 1.804 -4.654
N 0.040 1.304 -5.802
O 0.733 3.002 -4.452
H 1.570 1.013 -2.961
H 0.834 -0.119 -3.997
H -0.007 0.311 -5.919
H -0.513 1.945 -6.339
N -5.940 -1.673 0.257
C -5.108 -1.859 1.325
N -3.805 -1.576 1.077
O -5.536 -2.395 2.347
H -5.711 -1.214 -0.602
H -6.819 -2.142 0.396
H -3.196 -1.485 1.879
H -3.490 -1.407 0.140
N -2.572 0.084 5.853
C -3.007 -0.583 4.764
N -4.181 -1.239 4.933
O -2.461 -0.546 3.657
H -3.047 0.149 6.732
H -1.665 0.519 5.805
H -4.670 -1.330 5.807
H -4.541 -1.898 4.250
N 3.798 3.860 -1.527
C 3.536 2.703 -0.873
N 3.565 2.780 0.476
O 3.298 1.657 -1.493
H 3.722 3.932 -2.526
H 3.956 4.736 -1.063
H 4.232 3.400 0.902
H 3.234 1.995 1.034
*
```

In eV/A, the F_max values for the records above are, in order, 8.950 9.786 5.388 2.026 3.491 1.687 1.923.